{
  "formula": "C63H61N8PPd",
  "method": "ωB97M-V with the def2-TZVPD basis set",
  "max_force_ev_per_a": 1.71,
  "homo_ha": 0.0049,
  "e_tot_ev": -91008.480,
  "homo_lumo_gap_ev": 4.0,
  "charge": -2,
  "species": ["Pd", "C", "N", "C", "N", "C", "C", "C", "C", "C", "C", "C", "C", "C", "C", "C", "C", "C", "C", "P", "C", "N", "C", "C", "N", "C", "C", "C", "C", "C", "C", "C", "C", "C", "C", "C", "C", "C", "C", "N", "C", "C", "N", "C", "C", "C", "C", "C", "C", "C", "C", "C", "C", "C", "C", "C", "H", "H", "H", "H", "H", "H", "H", "H", "H", "H", "H", "H", "H", "H", "H", "H", "H", "H", "H", "H", "H", "H", "H", "H", "H", "H", "H", "H", "H", "H", "H", "H", "H", "H", "H", "H", "H", "H", "H", "C", "C", "C", "N", "H", "H", "H", "H", "H", "C", "C", "C", "C", "C", "C", "C", "C", "C", "C", "C", "C", "N", "H", "H", "H", "H", "H", "H", "H", "H", "H", "H", "H", "H", "H", "H", "H", "H", "H"],
  "positions_angstrom": [[0.59934, 0.67892, 1.22819], [1.03968, 0.67146, -4.44713], [1.58423, 0.81447, -3.13163], [0.84528, 0.75339, -1.99159], [1.60311, 1.05988, -0.95607], [2.87032, 1.24206, -1.40428], [2.89730, 1.08475, -2.79090], [4.00429, 0.97182, -3.71334], [5.12183, 0.19643, -3.35901], [6.19128, 0.06244, -4.21331], [6.18654, 0.68849, -5.45462], [5.09124, 1.45671, -5.82155], [4.01551, 1.59441, -4.96891], [3.95252, 1.57669, -0.50371], [3.83848, 1.26630, 0.85676], [4.90320, 1.49655, 1.70166], [6.08242, 2.05379, 1.22538], [6.16857, 2.43580, -0.10428], [5.11314, 2.20427, -0.96048], [-0.82399, -0.22445, -1.77024], [-1.90743, -0.91550, -0.27364], [-1.49154, -0.82111, 0.97844], [-2.07068, -1.82528, 1.67673], [-2.88512, -2.57988, 0.83139], [-2.76271, -1.96447, -0.40297], [-3.57619, -2.13532, -1.56742], [-3.67486, -3.75524, 1.08662], [-4.33377, -3.92222, 2.31558], [-5.06397, -5.06079, 2.58298], [-5.18454, -6.06213, 1.63014], [-4.54246, -5.91298, 0.40872], [-3.80100, -4.78341, 0.14174], [-1.71244, -2.02461, 3.07325], [-1.50125, -3.29106, 3.61962], [-1.06254, -3.42693, 4.92286], [-0.82586, -2.30811, 5.70502], [-1.02876, -1.04698, 5.16866], [-1.46502, -0.90324, 3.86649], [-1.36942, 1.46486, -0.92763], [-0.92236, 2.02719, 0.16970], [-1.57804, 3.18785, 0.36366], [-2.49367, 3.37553, -0.66740], [-2.34510, 2.25730, -1.46900], [-3.02040, 1.97441, -2.69992], [-3.35156, 4.51491, -0.87164], [-2.86230, 5.78733, -0.52721], [-3.66702, 6.90126, -0.58123], [-4.98760, 6.79264, -0.99739], [-5.47647, 5.55247, -1.37820], [-4.67479, 4.43064, -1.32623], [-1.28774, 3.97547, 1.55023], [0.04563, 4.08023, 1.94778], [0.37202, 4.77304, 3.09490], [-0.62170, 5.35626, 3.86568], [-1.94878, 5.24090, 3.48367], [-2.28309, 4.55666, 2.33137], [0.08374, 0.15270, -4.35893], [0.86337, 1.65514, -4.90375], [1.71452, 0.09828, -5.08822], [5.12760, -0.30131, -2.40109], [7.03799, -0.54713, -3.92377], [7.02814, 0.58578, -6.12576], [5.07789, 1.95279, -6.78481], [3.18025, 2.21701, -5.25507], [2.88684, 0.85050, 1.21980], [4.84038, 1.23123, 2.74853], [6.92886, 2.20591, 1.88372], [7.06633, 2.91229, -0.47874], [5.17110, 2.50939, -1.99611], [-4.64122, -2.10456, -1.30698], [-3.33763, -1.30287, -2.23303], [-3.36890, -3.07083, -2.08847], [-4.25806, -3.14191, 3.05977], [-5.55532, -5.17860, 3.54278], [-5.76359, -6.95346, 1.83223], [-4.61422, -6.69688, -0.33646], [-3.25906, -4.70646, -0.78663], [-1.65452, -4.16755, 3.00805], [-0.89294, -4.41421, 5.33542], [-0.47688, -2.42145, 6.72515], [-0.84130, -0.17121, 5.77471], [-1.60462, 0.07421, 3.42828], [-3.14047, 2.87935, -3.30287], [-2.40617, 1.24780, -3.23856], [-4.00608, 1.53093, -2.51881], [-1.83610, 5.87359, -0.20430], [-3.27062, 7.86606, -0.29341], [-5.63036, 7.66154, -1.01844], [-6.50603, 5.46494, -1.70217], [-5.08353, 3.46948, -1.59928], [0.79955, 3.57992, 1.34902], [1.40638, 4.85092, 3.39970], [-0.36511, 5.89039, 4.77268], [-2.72503, 5.67849, 4.10168], [-3.32121, 4.43646, 2.05214], [2.45381, 2.24586, 5.74078], [2.24293, 0.96740, 4.92320], [1.27332, 1.22147, 3.87189], [0.39442, 1.56186, 3.19602], [3.08843, 2.05369, 6.60597], [1.49480, 2.63390, 6.08213], [2.92998, 3.00351, 5.12136], [1.85717, 0.16105, 5.55717], [3.19579, 0.63368, 4.50168], [1.49123, -1.81828, 1.92975], [1.92570, -2.78461, 0.83459], [2.94700, -2.12561, -0.09231], [0.76575, -3.35514, 0.04399], [0.32646, -4.61468, 0.39346], [-0.53115, -5.34333, -0.41631], [-0.72404, -4.87087, -1.70405], [-0.30094, -3.61447, -2.09487], [-0.17170, -3.37791, -3.59082], [-1.29449, -2.56745, -4.23534], [1.20095, -2.76417, -3.86681], [0.20740, -2.70281, -1.10661], [0.24264, -1.37045, -1.20816], [2.36643, -1.44914, 2.47614], [0.82372, -2.31212, 2.63590], [0.92971, -0.97369, 1.44384], [2.42180, -3.64595, 1.31691], [2.52295, -1.20928, -0.49070], [3.19878, -2.78686, -0.92207], [3.86246, -1.88495, 0.44991], [0.68450, -5.05666, 1.31940], [-0.93138, -6.29689, -0.09400], [-1.19462, -5.51962, -2.44064], [-0.18665, -4.37326, -4.06916], [-1.38190, -1.59569, -3.75150], [-2.24063, -3.09530, -4.13047], [-1.10454, -2.42304, -5.30081], [1.26715, -1.79151, -3.39317], [1.39104, -2.65848, -4.93610], [1.97998, -3.39072, -3.43450]],
  "forces_ev_per_angstrom": [[0.4, 1.6, 0.5], [-0.1, 0.0, -0.4], [0.1, 0.1, 0.2], [0.0, -0.2, -0.3], [0.3, 0.1, 0.2], [-0.4, 0.0, -1.1], [-0.1, 0.1, 0.9], [0.5, -0.1, -0.4], [-0.3, 0.1, 0.0], [0.3, 0.0, -0.2], [0.0, 0.1, 0.0], [0.3, -0.1, -0.3], [-0.2, 0.0, 0.4], [0.4, 0.2, 0.4], [-0.3, -0.1, -0.2], [0.3, 0.1, 0.2], [0.1, 0.1, 0.1], [0.3, 0.0, 0.0], [-0.3, 0.0, 0.0], [-0.4, 1.4, 0.7], [0.0, -0.2, -0.3], [-0.4, 0.2, 0.1], [-0.6, -0.5, -0.8], [0.5, 0.5, 0.5], [0.1, 0.0, 0.4], [-0.3, -0.1, -0.4], [-0.5, -0.5, 0.2], [0.1, 0.2, -0.2], [-0.2, -0.2, 0.1], [0.0, -0.1, -0.1], [-0.2, -0.2, 0.1], [0.1, 0.3, 0.0], [0.1, -0.1, 0.5], [0.0, 0.1, -0.1], [0.0, -0.2, 0.2], [0.1, 0.0, 0.2], [0.0, 0.0, 0.2], [-0.2, 0.0, -0.2], [-0.1, -0.5, -0.7], [0.2, 0.0, 0.1], [-0.7, -0.1, -0.9], [0.6, -0.2, 0.8], [0.0, 0.2, 0.1], [-0.2, 0.0, -0.4], [-0.4, 0.5, -0.2], [0.0, -0.3, -0.1], [-0.2, 0.2, 0.0], [-0.1, 0.0, 0.0], [-0.2, 0.3, -0.1], [0.3, -0.2, 0.1], [0.2, 0.3, 0.3], [-0.1, 0.1, -0.3], [0.1, 0.2, 0.1], [0.1, 0.1, 0.1], [-0.1, 0.2, 0.2], [0.0, -0.2, -0.1], [0.1, 0.0, 0.0], [0.0, -0.1, 0.0], [-0.1, 0.0, 0.0], [-0.1, -0.1, 0.1], [0.0, 0.0, 0.0], [0.1, 0.0, 0.0], [0.0, 0.0, 0.0], [-0.1, 0.0, 0.0], [0.2, 0.0, -0.1], [-0.1, -0.1, 0.1], [0.0, 0.0, 0.1], [0.1, 0.0, 0.0], [0.1, 0.0, 0.0], [0.1, 0.0, 0.0], [-0.1, -0.1, 0.0], [0.0, 0.0, 0.0], [0.0, 0.1, 0.0], [0.0, 0.1, 0.0], [0.0, 0.0, 0.1], [0.0, 0.0, 0.0], [0.1, 0.0, 0.0], [0.0, -0.1, -0.1], [0.0, -0.1, 0.0], [0.0, 0.0, 0.0], [0.0, 0.1, 0.0], [0.1, 0.1, 0.0], [0.0, 0.0, 0.1], [-0.2, 0.0, 0.0], [0.0, 0.0, -0.1], [0.1, 0.0, 0.0], [0.0, 0.0, 0.0], [0.0, 0.1, 0.0], [0.0, 0.0, 0.0], [0.0, -0.1, 0.0], [0.0, 0.0, 0.1], [0.1, 0.0, 0.0], [0.0, 0.0, 0.0], [0.0, 0.0, 0.0], [0.0, 0.0, -0.1], [0.1, -0.1, 0.1], [0.1, 0.1, 0.2], [0.2, -0.4, -0.3], [-0.5, 0.2, 0.1], [0.1, 0.0, 0.1], [0.0, 0.0, 0.0], [0.0, 0.1, 0.0], [0.1, 0.0, -0.1], [-0.1, -0.1, 0.0], [0.2, -0.4, -0.1], [0.0, 0.1, 0.1], [0.0, 0.0, 0.2], [0.3, -0.3, 0.2], [-0.1, 0.0, 0.1], [-0.1, -0.4, 0.0], [-0.2, -0.3, 0.1], [-0.2, -0.2, -0.3], [0.0, 0.2, -0.1], [0.1, -0.1, 0.0], [-0.1, -0.1, -0.2], [-0.3, 0.6, 0.0], [0.9, -1.1, -0.2], [0.0, 0.1, 0.0], [0.0, 0.0, 0.0], [0.4, -1.1, 0.4], [-0.1, 0.1, -0.1], [0.0, 0.1, -0.1], [0.0, -0.1, -0.1], [0.1, 0.0, 0.1], [0.0, 0.0, 0.1], [0.0, -0.1, 0.0], [0.0, 0.0, -0.1], [0.0, 0.2, 0.2], [-0.1, 0.0, -0.1], [-0.2, 0.0, 0.0], [0.0, 0.0, -0.2], [0.1, 0.2, 0.1], [0.0, 0.0, -0.2], [0.1, 0.0, 0.0]]
}